[1]
# C7H15FN

A gas-phase ion, C7H15FN (charge +1) in a non-equilibrium geometry (ωB97M-V with the def2-TZVPD basis set, OMol25).

Output
SMILES: C=C[C@@](F)(C[NH3+])C(C)C
E_HOMO in eV: -14.41
Calculated total energy in eV: -11701.240
Kohn-Sham gap in eV: 10.736
Energy above the lowest of the compared OMol25 structures with the same formula, charge and spin in kcal/mol: 51.9
Total charge: +1

Each line ends with the Mulliken charge.
CARTESIAN COORDINATES (ANGSTROEM)
1 F -0.720 -0.676 -1.415  -0.463
2 N -2.437 0.952 -0.342  -0.211
3 C -1.013 1.317 -0.203  -1.187
4 C -1.344 -1.856 0.974  -0.693
5 C 1.321 0.180 -0.475  0.922
6 C -0.593 -0.775 1.006  -0.787
7 C 1.998 -0.951 -1.117  -1.464
8 C 1.935 0.702 0.803  -1.605
9 C -0.195 -0.018 -0.201  1.095
10 H -2.378 0.249 0.394  0.356
11 H -1.137 1.864 0.821  0.384
12 H -1.845 -2.265 0.087  0.265
13 H -1.739 -2.326 1.918  0.307
14 H -3.125 1.805 -0.149  0.401
15 H 3.127 -0.790 -1.222  0.388
16 H 1.333 1.165 -1.112  0.208
17 H 1.616 -1.196 -2.129  0.341
18 H 2.962 1.043 0.731  0.445
19 H 1.286 1.583 1.159  0.303
20 H -0.057 -0.399 1.869  0.369
21 H 2.125 -0.047 1.599  0.380
22 H 2.028 -1.922 -0.541  0.310
23 H -0.634 1.783 -1.054  0.522
24 H -2.512 0.581 -1.400  0.415



[2]
# C20H37Br8NO3

5 unconnected molecules or ions with the total composition C20H37Br8NO3 in a non-equilibrium geometry (ωB97M-V with the def2-TZVPD basis set, OMol25).

Output
SMILES: [H]/N=C/C[C@@H]1CC(=O)O[C@@H]1CCCCCOC.BrCCBr.BrCCBr.BrCCBr.BrCCBr
E_HOMO in eV: -9.73
Calculated total energy in eV: -589312.587
Kohn-Sham gap in eV: 10.068

Each line ends with the Mulliken charge.
CARTESIAN COORDINATES (ANGSTROEM)
1 Br 0.273 -2.599 2.594  -0.096
2 Br 4.455 -1.055 -6.830  -0.135
3 Br -0.797 1.777 6.917  -0.124
4 Br 5.984 -4.380 -6.771  -0.166
5 Br -3.434 -0.542 3.041  -0.145
6 Br -5.365 2.570 2.836  -0.155
7 Br 2.622 -3.987 5.054  -0.138
8 Br -3.965 0.160 7.752  -0.127
9 O 2.236 -3.244 -3.019  -0.598
10 O 1.043 -1.478 -3.635  -0.407
11 O -2.158 3.241 0.395  -0.419
12 N 4.080 1.142 -3.906  -0.597
13 C 1.588 0.069 -1.905  0.374
14 C 1.846 -4.828 3.483  -0.550
15 C -0.474 0.434 -3.545  -1.246
16 C -0.779 3.058 0.629  -0.476
17 C -2.633 1.575 -2.720  -0.998
18 C 4.525 -3.682 -5.688  -0.561
19 C 2.851 1.405 -3.722  -0.277
20 C 2.232 1.391 -2.344  -0.879
21 C -2.850 2.118 -0.157  0.043
22 C -1.101 1.530 -2.640  0.545
23 C 1.975 -2.104 -2.874  0.491
24 C -1.813 1.870 8.572  -0.595
25 C 0.426 -0.504 -2.760  0.038
26 C 3.620 -2.776 -6.478  -0.403
27 C 1.722 -3.867 2.330  -0.670
28 C -2.449 0.547 8.905  -0.575
29 C 2.568 -1.125 -1.898  -0.604
30 C -3.326 2.371 -1.598  -0.914
31 C -4.420 1.813 4.356  -0.650
32 C -3.134 1.157 3.940  -0.012
33 H -0.587 2.173 1.258  0.235
34 H 0.062 0.875 -4.397  0.187
35 H -2.898 2.054 -3.675  0.317
36 H 4.982 -3.171 -4.846  0.349
37 H -4.215 2.646 5.025  0.365
38 H -1.755 -0.280 8.790  0.372
39 H -2.547 2.659 8.443  0.369
40 H 4.334 1.216 -4.893  0.295
41 H -0.783 1.369 -1.607  -0.510
42 H 3.575 -0.844 -2.231  0.295
43 H 2.177 1.637 -4.559  0.319
44 H -1.281 -0.168 -3.986  0.571
45 H -3.034 0.553 -2.775  0.450
46 H 1.473 2.182 -2.303  0.146
47 H -2.560 1.773 3.253  0.218
48 H -1.101 2.154 9.344  0.351
49 H -0.214 -1.060 -2.053  0.408
50 H 2.516 -5.645 3.223  0.360
51 H 3.972 -4.546 -5.333  0.369
52 H -0.413 3.945 1.158  0.342
53 H -3.721 1.951 0.489  -0.046
54 H 3.021 1.633 -1.620  0.503
55 H -2.221 1.219 -0.086  0.334
56 H 2.626 -3.284 2.185  0.372
57 H -4.404 2.169 -1.649  0.402
58 H 2.711 -2.561 -5.926  0.138
59 H 2.600 -1.612 -0.918  0.195
60 H 1.484 -4.405 1.414  0.359
61 H -3.206 3.446 -1.786  0.364
62 H -0.205 2.962 -0.307  0.114
63 H 1.202 0.213 -0.888  0.658
64 H -2.531 0.930 4.815  -0.016
65 H -0.712 2.504 -2.968  0.323
66 H 3.365 -3.195 -7.446  0.414
67 H -2.840 0.560 9.920  0.350
68 H 0.884 -5.226 3.788  0.372
69 H -5.104 1.120 4.834  0.380